{
  "formula": "C47H130N8O14",
  "method": "the ωB97M-V functional and the def2-TZVPD basis",
  "species": ["C", "C", "O", "H", "H", "H", "H", "H", "H", "C", "C", "O", "H", "H", "H", "H", "H", "H", "C", "C", "O", "H", "H", "H", "H", "H", "H", "C", "C", "C", "O", "H", "H", "H", "H", "H", "H", "H", "H", "C", "C", "C", "O", "H", "H", "H", "H", "H", "H", "H", "H", "C", "C", "C", "O", "H", "H", "H", "H", "H", "H", "H", "H", "C", "C", "C", "O", "C", "N", "H", "H", "H", "H", "H", "H", "H", "H", "H", "H", "H", "C", "C", "C", "O", "C", "N", "H", "H", "H", "H", "H", "H", "H", "H", "H", "H", "H", "C", "C", "C", "O", "C", "N", "H", "H", "H", "H", "H", "H", "H", "H", "H", "H", "H", "C", "C", "C", "O", "C", "N", "H", "H", "H", "H", "H", "H", "H", "H", "H", "H", "H", "C", "C", "C", "O", "C", "N", "H", "H", "H", "H", "H", "H", "H", "H", "H", "H", "H", "C", "C", "C", "O", "C", "N", "H", "H", "H", "H", "H", "H", "H", "H", "H", "H", "H", "C", "C", "C", "O", "C", "N", "H", "H", "H", "H", "H", "H", "H", "H", "H", "H", "H", "C", "C", "C", "O", "C", "N", "H", "H", "H", "H", "H", "H", "H", "H", "H", "H", "H"],
  "positions_angstrom": [[3.6734, 1.7827, -8.6376], [2.9079, 1.2201, -7.4917], [2.7585, 2.2440, -6.5512], [4.6792, 2.0350, -8.2227], [3.1659, 2.6272, -9.0489], [3.6744, 1.0294, -9.4189], [3.5616, 0.4575, -7.0588], [1.9201, 0.8359, -7.8267], [2.1239, 2.9441, -6.9544], [8.7568, -1.4551, -1.4249], [7.6079, -2.4097, -1.8557], [7.1541, -2.0996, -3.1722], [8.3594, -0.4450, -1.3216], [9.5277, -1.5380, -2.1567], [9.2266, -1.7761, -0.4614], [6.8397, -2.3250, -1.0868], [7.9732, -3.4430, -1.8106], [6.3468, -2.6088, -3.2952], [0.2460, 3.6971, -3.8880], [0.8284, 2.4676, -3.1291], [1.2078, 1.2586, -3.8377], [1.0033, 4.0897, -4.5395], [0.0802, 4.4244, -3.1534], [-0.6219, 3.4926, -4.4802], [0.1050, 2.1169, -2.3782], [1.6519, 2.7872, -2.5005], [1.7713, 1.5080, -4.6140], [2.0460, -5.3178, 3.0522], [2.5888, -4.5577, 1.8577], [4.0423, -4.9495, 1.4062], [1.8297, -4.9079, 0.6878], [2.6966, -5.1191, 3.9406], [2.1012, -6.4717, 2.8574], [1.0296, -5.0144, 3.3382], [2.5074, -3.4751, 1.9919], [4.7958, -4.5707, 2.1300], [4.2818, -4.5029, 0.4341], [4.1204, -5.9840, 1.1928], [0.8642, -4.8646, 0.7535], [-1.8509, -6.3633, -0.3125], [-2.0657, -4.8671, -0.2589], [-3.0891, -4.5651, 0.7909], [-0.8215, -4.1070, 0.1100], [-1.6725, -6.8697, 0.6311], [-0.9245, -6.4399, -0.8684], [-2.7390, -6.7604, -0.8318], [-2.3930, -4.5305, -1.2032], [-3.4252, -3.5154, 0.5890], [-2.5652, -4.4608, 1.7690], [-3.9874, -5.1750, 0.8227], [-0.3765, -4.0429, -0.7883], [2.0574, 5.1798, 2.7679], [3.2665, 5.9320, 3.2765], [4.5853, 5.2030, 3.1712], [3.3047, 7.2287, 2.6166], [2.1774, 4.7798, 1.7486], [1.3041, 5.9514, 2.7018], [1.6649, 4.3039, 3.2887], [3.1097, 6.2887, 4.2681], [4.4924, 4.1533, 3.3177], [5.2468, 5.6385, 3.8992], [4.9616, 5.3251, 2.1298], [3.4290, 7.0434, 1.6549], [-2.6679, 5.2141, -1.6776], [-2.6085, 4.7487, -0.1655], [-1.9631, 5.8774, 0.6453], [-0.6439, 6.0209, 0.1965], [-0.2458, 7.3705, 0.2520], [-3.9403, 4.3189, 0.3255], [-3.3526, 6.0681, -1.7794], [-2.9922, 4.3698, -2.3219], [-1.7329, 5.6031, -2.0750], [-1.9252, 3.8936, -0.0957], [-2.0083, 5.7738, 1.7590], [-2.5133, 6.8457, 0.5056], [0.7907, 7.4933, -0.1265], [-0.2962, 7.7814, 1.2846], [-0.8791, 8.0735, -0.2932], [-4.0001, 4.5656, 1.3210], [-4.0322, 3.3232, 0.2131], [3.2508, -0.9332, -0.8931], [1.7837, -0.7379, -0.5928], [1.5916, 0.6577, 0.1589], [0.1972, 0.8706, 0.3739], [-0.1341, 2.1285, 0.8790], [1.0379, -0.8532, -1.7850], [3.4397, -0.2718, -1.6986], [3.4027, -1.9803, -1.2746], [3.8972, -0.7796, 0.0294], [1.4913, -1.5006, 0.1607], [1.9459, 1.5505, -0.5100], [2.1361, 0.6317, 1.1371], [0.3219, 2.3034, 1.8238], [-1.2532, 2.2306, 0.9167], [0.0577, 2.9246, 0.1566], [0.0339, -0.6709, -1.5310], [1.2408, -0.2018, -2.6082], [0.0605, -5.8667, -3.6308], [0.1949, -4.3480, -3.5261], [-1.0506, -3.5133, -3.8673], [-1.4443, -3.6988, -5.2467], [-0.7584, -2.8546, -6.1914], [0.6087, -3.9580, -2.1814], [0.0568, -6.1231, -4.6669], [-0.7398, -6.3633, -3.1493], [1.0129, -6.3196, -3.2670], [1.0506, -4.1379, -4.2213], [-0.9382, -2.4523, -3.5568], [-1.8543, -3.9157, -3.2325], [0.3640, -2.9911, -6.2402], [-0.9283, -1.7495, -5.9534], [-1.1587, -3.0551, -7.1580], [1.2944, -4.6140, -1.8243], [0.9206, -2.9831, -2.1647], [-3.8026, -0.3085, -2.7641], [-3.6504, 1.0160, -1.9089], [-4.4928, 2.0598, -2.6718], [-3.8500, 2.4711, -3.8470], [-4.4856, 3.4271, -4.6971], [-4.1694, 0.8129, -0.5937], [-3.1646, -1.1177, -2.5120], [-3.6315, -0.1413, -3.8387], [-4.8539, -0.5619, -2.6885], [-2.5656, 1.3389, -1.8249], [-4.7588, 2.8927, -2.0524], [-5.4893, 1.5849, -2.9464], [-5.4288, 3.0730, -5.1664], [-3.7721, 3.7048, -5.4907], [-4.7840, 4.3029, -4.1271], [-3.6533, 0.1464, 0.0150], [-5.1292, 0.4779, -0.6114], [-1.9426, -2.2423, 3.6083], [-2.8399, -1.5093, 2.5767], [-3.5055, -0.4285, 3.3225], [-4.1956, -0.9781, 4.4276], [-4.9984, 0.0347, 5.0362], [-2.1016, -0.9551, 1.3646], [-1.2102, -2.8757, 3.1696], [-2.6184, -2.7337, 4.3137], [-1.3917, -1.4208, 4.1154], [-3.5501, -2.2578, 2.1573], [-4.2096, 0.1158, 2.6462], [-2.7039, 0.1956, 3.7028], [-5.6808, 0.3857, 4.2756], [-4.4211, 0.8386, 5.5299], [-5.5757, -0.4470, 5.8115], [-1.3898, -0.3069, 1.6849], [-1.6066, -1.7169, 0.9415], [-1.0370, -0.4490, 8.7178], [-1.5885, 0.0192, 7.4202], [-0.6397, 0.8943, 6.6976], [-1.1582, 1.3861, 5.4761], [-0.1717, 1.8777, 4.6340], [-2.0924, -1.1377, 6.6821], [-0.2142, -1.0996, 8.5210], [-1.8519, -1.0179, 9.1401], [-0.6804, 0.3571, 9.3931], [-2.4093, 0.6675, 7.7429], [0.2837, 0.2921, 6.5415], [-0.3583, 1.7417, 7.3630], [0.4834, 1.0987, 4.2603], [0.4597, 2.5389, 5.1799], [-0.6629, 2.2862, 3.7654], [-1.2649, -1.5780, 6.3103], [-2.6530, -0.9196, 5.8344], [-5.9723, 5.5970, 4.9638], [-4.8697, 4.9708, 5.7604], [-3.4244, 5.3183, 5.1981], [-3.1889, 4.8277, 3.9093], [-3.0005, 3.3808, 3.7731], [-5.0020, 5.4746, 7.2059], [-5.9604, 6.6850, 5.0453], [-6.9135, 5.1639, 5.3437], [-5.8940, 5.2925, 3.8663], [-4.9822, 3.8728, 5.7604], [-2.6611, 4.9208, 5.8616], [-3.3551, 6.4431, 5.2537], [-2.5407, 2.9322, 4.6610], [-2.3362, 3.2212, 2.8897], [-3.9604, 2.9461, 3.5346], [-5.8750, 5.1892, 7.6270], [-4.2098, 5.0926, 7.7547], [4.9029, -5.7457, -2.1937], [5.1562, -5.4169, -3.6638], [4.2774, -6.3494, -4.4402], [4.4884, -5.9563, -5.8306], [3.8420, -6.7675, -6.8110], [4.9007, -4.0127, -3.9040], [5.6039, -5.2376, -1.5878], [4.9295, -6.8501, -2.0160], [3.9270, -5.3210, -1.9399], [6.1468, -5.6607, -3.9494], [3.2062, -6.3679, -4.1994], [4.6399, -7.4302, -4.3734], [4.2687, -7.7650, -6.6954], [4.0778, -6.4425, -7.8361], [2.7623, -6.8264, -6.6051], [4.0977, -3.6366, -3.3845], [4.8556, -3.6562, -4.8648]],
  "charge": 0,
  "e_tot_ev": -91426.1377,
  "e_homo_ev": -8.83,
  "lumo_ev": 0.388
}

---

{
  "formula": "C47H31IMoN6",
  "method": "the ωB97M-V functional and the def2-TZVPD basis",
  "species": ["Mo", "C", "C", "C", "C", "C", "C", "C", "C", "C", "C", "C", "C", "C", "C", "C", "C", "C", "C", "C", "N", "C", "C", "C", "C", "C", "C", "C", "C", "C", "C", "C", "C", "N", "C", "C", "C", "C", "C", "N", "C", "C", "C", "C", "C", "C", "C", "C", "N", "H", "H", "H", "H", "H", "H", "H", "H", "H", "H", "H", "H", "H", "H", "H", "H", "H", "H", "H", "H", "H", "H", "H", "H", "H", "H", "H", "H", "I", "C", "C", "N", "N", "C", "H", "H", "H"],
  "positions_angstrom": [[0.0199, -0.1346, -0.1918], [-5.5161, 4.0738, -3.7051], [-4.9003, 3.0240, -4.3726], [-3.9201, 2.2760, -3.7374], [-3.5560, 2.5763, -2.4284], [-4.1763, 3.6265, -1.7591], [-5.1539, 4.3743, -2.3998], [-2.5089, 1.7756, -1.7293], [-1.1539, 2.0799, -2.0076], [-0.7506, 2.9262, -3.0505], [0.6185, 2.8397, -3.1466], [1.0679, 1.9906, -2.1229], [2.4222, 1.7023, -1.8729], [3.4515, 2.2861, -2.7720], [4.2533, 1.4432, -3.5389], [5.2268, 1.9765, -4.3698], [5.4165, 3.3504, -4.4245], [4.6291, 4.1920, -3.6510], [3.6444, 3.6647, -2.8302], [2.8628, 0.9604, -0.7857], [2.0271, 0.3625, 0.1442], [2.8250, -0.0189, 1.1841], [2.3536, -0.6566, 2.3543], [3.3383, -0.9598, 3.4320], [4.3315, -1.9173, 3.2408], [5.2370, -2.1944, 4.2539], [5.1598, -1.5106, 5.4599], [4.1749, -0.5527, 5.6524], [3.2632, -0.2787, 4.6434], [1.0455, -1.0268, 2.5492], [0.5993, -1.8596, 3.6290], [-0.6899, -2.1842, 3.4152], [-1.1319, -1.5276, 2.2198], [-0.0462, -0.8138, 1.6695], [-2.4182, -1.5824, 1.7332], [-2.8646, -0.8013, 0.6579], [-4.2439, -0.5539, 0.3476], [-4.2701, 0.4257, -0.5835], [-2.9100, 0.7797, -0.8779], [-2.0573, -0.0315, -0.1263], [-3.4342, -2.4000, 2.4579], [-3.9771, -3.5281, 1.8500], [-4.9393, -4.2791, 2.5092], [-5.3693, -3.9012, 3.7738], [-4.8363, -2.7720, 4.3798], [-3.8700, -2.0226, 3.7251], [4.1808, 0.3169, 0.9129], [4.2073, 0.8996, -0.3164], [-0.0377, 1.5119, -1.3999], [-6.2794, 4.6570, -4.2023], [-5.1847, 2.7847, -5.3884], [-3.4416, 1.4537, -4.2570], [-3.8918, 3.8607, -0.7400], [-5.6322, 5.1918, -1.8773], [-1.4171, 3.4966, -3.6756], [1.2497, 3.3152, -3.8783], [4.1046, 0.3709, -3.4938], [5.8381, 1.3189, -4.9728], [6.1806, 3.7655, -5.0677], [4.7841, 5.2620, -3.6836], [3.0379, 4.3209, -2.2171], [4.3954, -2.4509, 2.2990], [6.0022, -2.9438, 4.1016], [5.8684, -1.7238, 6.2487], [4.1170, -0.0151, 6.5894], [2.4966, 0.4729, 4.7913], [1.2351, -2.1820, 4.4373], [-1.3161, -2.8262, 4.0124], [-5.0793, -1.0425, 0.8210], [-5.1321, 0.8969, -1.0275], [-3.6439, -3.8213, 0.8609], [-5.3542, -5.1583, 2.0349], [-6.1223, -4.4851, 4.2855], [-5.1765, -2.4708, 5.3614], [-3.4618, -1.1338, 4.1927], [5.0066, 0.1584, 1.5860], [5.0612, 1.3060, -0.8336], [-0.3501, -5.1791, -3.7760], [0.1621, -3.8546, -2.2888], [1.0762, -4.0492, -1.2630], [1.1050, -2.9370, -0.5269], [0.2366, -2.0198, -1.0045], [-0.3446, -2.5798, -2.0809], [1.6894, -4.9028, -1.0222], [1.6516, -2.7394, 0.3003], [-1.0951, -2.0436, -2.6401]],
  "charge": 2,
  "e_tot_ev": -68126.7979,
  "spin_multiplicity": 3,
  "e_homo_ev": [-12.82, -12.78],
  "s_squared": 2.048,
  "lumo_ev": [-7.614, -7.217]
}